# C5H8O

C5H8O in the gas phase at a distorted geometry (wB97M-V/def2-TZVPD, the OMol25 dataset).

```
14
Properties=species:S:1:pos:R:3:nbo_charge:R:1
C -0.9503 0.4395 -0.9639 -0.42
C -0.4735 -1.0214 -0.8433 -0.43
C 0.5344 -1.0806 0.3440 0.08
O 0.0732 -0.3650 1.4846 -0.50
C 0.8047 0.4731 0.5438 0.05
C 0.1870 1.3550 -0.4840 -0.45
H -1.7069 0.5803 -0.1065 0.22
H -1.0910 0.9141 -1.9207 0.22
H -0.1690 -1.1472 -1.7472 0.21
H -1.3960 -1.6158 -0.2850 0.21
H 1.2284 -1.7446 0.2720 0.18
H 1.5040 0.9311 1.2572 0.20
H -0.4103 2.0926 0.2086 0.21
H 0.8410 1.9163 -1.1354 0.23
```

Properties
Structure (SMILES): C1C[C@@H]2O[C@@H]2C1
Relative energy (zero: lowest compared OMol25 entry of this formula, charge and spin) (kcal/mol): 101.0
Highest occupied orbital energy (Eh): -0.336